Entry 1:
Entry from OMol25: 2 unconnected molecules or ions with the total composition C7H15N2Si at a distorted geometry (ωB97M-V with the def2-TZVPD basis set).

```
25
Properties=species:S:1:pos:R:3:forces:R:3
Si -0.879024 -0.726884 0.449867 0.25 0.02 -0.01
N 0.803266 2.586425 0.432090 0.89 0.53 0.95
N 1.793258 -0.990889 -0.670352 -0.48 0.82 -0.48
C 0.958092 -0.292994 -0.114858 -0.04 -0.23 -0.09
C -1.486682 -2.461873 0.006287 0.61 0.10 -2.23
C 1.857964 1.833494 0.088858 -4.58 0.23 2.12
C -1.492055 1.344890 -1.552451 1.39 -1.74 -0.62
C -1.787468 0.643348 -0.444004 -1.63 0.71 -0.65
C 2.689854 -1.488867 -1.414583 -0.11 -1.19 -1.72
C -0.849359 -0.366220 2.288081 -1.49 -2.44 -0.42
H 2.520123 -1.656810 -2.557410 0.28 0.73 2.31
H 2.385952 1.439617 0.915525 1.07 -0.16 0.21
H -2.127911 -2.449477 -0.952768 0.56 0.09 1.74
H -2.127874 1.981468 -2.140762 -0.61 0.34 0.44
H -1.287505 0.557802 2.441153 -0.29 2.32 0.42
H 0.131540 -0.484760 2.623425 1.69 0.35 0.77
H 2.079785 1.827602 -0.907530 1.22 -0.21 -2.27
H -1.455884 -1.010945 2.967370 0.31 -0.02 -0.88
H 0.157314 3.079532 -0.192135 0.71 -0.62 0.05
H -0.582845 1.091013 -2.155082 -0.32 0.39 0.85
H 3.516154 -1.982540 -0.922204 0.11 -0.06 -0.12
H -2.845839 0.815665 -0.104984 0.99 -0.10 0.09
H 0.590669 2.715369 1.432247 0.17 -0.17 -0.91
H -0.592360 -3.042251 -0.367019 -0.77 0.29 0.77
H -1.969162 -2.961723 0.851227 0.06 0.02 -0.34
```
Forces are in eV/Å.

- Kohn-Sham gap (spin up / spin down): 8.068 / 8.066 eV
- HOMO level (spin up / spin down): -11.954 / -11.954 eV
- Net charge: +1
- Energy relative to the best compared isomer or geometry (same formula, charge and spin): 97.9 kcal per mole

Entry 2:
Entry from OMol25: a single C7H15N3O2 molecule at a distorted geometry (ωB97M-V with the def2-TZVPD basis set).

```
27
Properties=species:S:1:pos:R:3:forces:R:3
O -2.232751 0.674476 1.451449 0.99 -0.17 -2.05
O -4.033197 -0.229183 -0.326882 -4.21 -0.56 0.89
N -2.963495 -0.351250 -0.749415 2.47 1.25 0.92
N -0.800328 -0.029646 -0.241124 2.20 1.24 -0.38
N -2.064403 0.396801 0.022818 3.50 -0.58 -0.68
C -0.002226 -2.328755 -0.606120 -3.94 -1.71 1.96
C 1.019788 -0.730046 1.315248 -4.01 0.91 0.75
C 0.150845 0.985684 -0.688832 -2.80 3.65 -2.37
C -0.223254 -1.201677 0.491813 -1.93 0.64 -0.99
C 0.259445 2.378196 -0.071125 -0.49 3.86 2.19
C 1.515171 0.527372 -0.840145 -1.77 -5.99 -1.70
C 1.959788 -0.403760 0.273353 4.10 3.07 0.77
H -0.618889 3.186271 -0.006770 1.04 -2.47 -0.05
H -0.257458 -3.348593 0.048518 1.32 2.16 -2.27
H 0.649000 0.392147 1.695425 0.88 -3.35 0.11
H 0.915451 -2.236865 -1.117422 1.39 -0.44 0.01
H 2.165600 1.197531 -1.208981 2.36 2.87 -0.17
H 0.873112 2.936096 -0.821420 0.03 -0.45 0.83
H -0.785796 -2.275341 -1.502795 1.26 0.03 2.36
H 1.349893 -1.505024 2.097970 -0.42 1.55 -1.09
H 2.632412 -1.154585 0.024907 0.59 -2.00 -1.24
H -0.065207 1.254744 -1.840597 -0.60 -0.29 2.41
H -3.134340 0.447968 1.478906 -2.70 -0.32 0.94
H 2.703502 0.184023 0.839172 0.18 0.36 -0.16
H 0.794224 2.516716 1.011478 -1.08 -0.76 -2.53
H 1.302182 0.041405 -1.846731 1.22 -1.14 1.15
H -1.109073 -1.324699 1.117308 0.44 -1.37 0.42
```
Forces are in eV/Å.

- Kohn-Sham gap: 9.185 eV
- HOMO level: -8.747 eV
- Energy relative to the best compared isomer or geometry (same formula, charge and spin): 189.9 kcal per mole

Entry 3:
Entry from OMol25: a single C7H15N3O2SSi molecule at a distorted geometry (ωB97M-V with the def2-TZVPD basis set).

```
29
Properties=species:S:1:pos:R:3:forces:R:3
S -1.594635 0.631475 -3.457313 -0.71 0.31 0.62
Si 0.498465 0.763565 0.720315 1.65 0.65 -1.09
O 0.404143 -2.651894 0.000219 -1.30 0.61 -0.15
O 1.879636 -1.491996 -1.206821 1.16 -0.24 -0.34
N -2.364180 -0.267938 -1.090032 -3.03 0.06 -0.24
N -3.456602 1.646500 -1.800745 0.06 -2.00 2.44
N -1.465802 -0.904917 -0.605215 1.33 -0.23 1.48
C -2.451568 0.718057 -2.007854 0.71 1.36 -2.24
C -0.126937 -0.393737 -0.768266 0.12 -1.38 0.81
C 0.569137 -0.179784 2.389678 -0.90 -0.68 -1.02
C 2.342871 1.357478 0.309739 -3.68 0.85 -1.91
C 1.336723 -3.646948 0.312334 -0.32 -0.50 2.24
C -0.622479 2.301492 0.644165 -0.49 -0.15 1.77
C 0.805817 -1.588002 -0.690648 0.19 0.63 -0.41
H 2.237183 2.330748 -0.245678 0.24 -0.53 1.09
H 0.341698 0.564299 3.172613 0.91 -0.41 0.04
H -3.846259 1.585627 -0.839387 0.22 0.08 -0.99
H -0.129148 3.273718 0.953198 -0.50 -1.20 -0.53
H 1.700664 -3.393332 1.366779 -1.16 -1.38 -0.76
H 2.769065 1.385756 1.251746 1.40 0.49 1.66
H -1.176741 2.385565 -0.285061 0.40 0.22 -0.36
H 0.954854 -4.651850 0.008758 0.03 0.84 1.09
H -0.075535 0.026281 -1.777203 0.60 0.36 0.36
H -3.292876 2.574139 -2.078852 0.31 1.01 -0.86
H -0.353209 -0.805853 2.398228 0.62 0.04 0.01
H 2.842565 0.755339 -0.394956 0.70 -1.21 -0.44
H 2.239330 -3.537691 -0.149429 2.23 0.56 -2.15
H -1.439460 2.097420 1.385670 0.52 0.37 -0.30
H 1.473282 -0.883518 2.484020 -1.29 1.47 0.19
```
Forces are in eV/Å.

- Kohn-Sham gap: 7.753 eV
- HOMO level: -8.352 eV
- Energy relative to the best compared isomer or geometry (same formula, charge and spin): 8.4 kcal per mole

Entry 4:
Entry from OMol25: a gas-phase ion, C7H15N4 (charge +1) at a distorted geometry (ωB97M-V with the def2-TZVPD basis set).

```
26
Properties=species:S:1:pos:R:3:forces:R:3
N 1.610802 -0.076267 -0.211704 -1.53 -0.63 1.06
N 1.001346 -2.099089 -1.048351 -0.18 -0.22 0.51
N -0.424026 -1.088570 0.745482 0.86 -1.90 -1.16
N -0.985191 -2.557194 0.816492 5.53 2.08 -3.06
C -2.781101 1.709660 -0.427304 0.28 -0.91 -3.00
C 0.755147 -1.086541 -0.302274 -2.11 -3.58 0.38
C 2.613536 -0.022388 -1.170256 2.18 -0.64 -3.32
C 2.246806 1.879042 1.151474 -1.55 -1.97 0.29
C -1.471733 -0.160719 0.613240 -0.60 0.48 1.46
C -1.780482 0.528473 -0.457579 -2.20 1.73 2.11
C 1.547666 0.749777 0.880451 -0.72 3.12 1.56
H 3.157214 2.141566 0.717912 1.17 0.51 -1.00
H 0.602490 -3.003091 -1.329789 -0.25 1.19 0.17
H -1.890443 -2.704422 0.461194 -1.55 -0.01 -0.60
H 3.581051 -0.133173 -0.721209 0.63 0.00 0.56
H 1.864268 2.504276 1.943747 0.22 -0.15 0.22
H 0.666203 0.579796 1.514125 0.68 0.03 -0.42
H -0.131649 -2.981820 0.141132 -2.35 0.68 1.51
H -2.157153 2.634203 -0.522175 -0.87 -0.55 0.29
H -1.197270 0.317192 -1.256246 1.34 -0.27 -3.12
H -1.912637 0.123174 1.563044 -0.22 -0.34 0.14
H -3.482387 1.687001 0.394940 0.34 0.12 0.46
H 2.633355 0.988690 -1.650874 -0.22 -0.98 -0.05
H -0.821624 -2.807036 1.744833 -0.12 -0.79 1.92
H 2.557331 -0.975195 -1.888449 -0.16 2.75 1.37
H -3.455974 1.636876 -1.388320 1.41 0.27 1.70
```
Forces are in eV/Å.

- Kohn-Sham gap: 8.620 eV
- HOMO level: -12.015 eV
- Net charge: +1
- Energy relative to the best compared isomer or geometry (same formula, charge and spin): 114.9 kcal per mole

What did the third record say?
Entry from OMol25: a single C7H15N3O2SSi molecule at a distorted geometry (ωB97M-V with the def2-TZVPD basis set).

```
29
Properties=species:S:1:pos:R:3:forces:R:3
S -1.594635 0.631475 -3.457313 -0.71 0.31 0.62
Si 0.498465 0.763565 0.720315 1.65 0.65 -1.09
O 0.404143 -2.651894 0.000219 -1.30 0.61 -0.15
O 1.879636 -1.491996 -1.206821 1.16 -0.24 -0.34
N -2.364180 -0.267938 -1.090032 -3.03 0.06 -0.24
N -3.456602 1.646500 -1.800745 0.06 -2.00 2.44
N -1.465802 -0.904917 -0.605215 1.33 -0.23 1.48
C -2.451568 0.718057 -2.007854 0.71 1.36 -2.24
C -0.126937 -0.393737 -0.768266 0.12 -1.38 0.81
C 0.569137 -0.179784 2.389678 -0.90 -0.68 -1.02
C 2.342871 1.357478 0.309739 -3.68 0.85 -1.91
C 1.336723 -3.646948 0.312334 -0.32 -0.50 2.24
C -0.622479 2.301492 0.644165 -0.49 -0.15 1.77
C 0.805817 -1.588002 -0.690648 0.19 0.63 -0.41
H 2.237183 2.330748 -0.245678 0.24 -0.53 1.09
H 0.341698 0.564299 3.172613 0.91 -0.41 0.04
H -3.846259 1.585627 -0.839387 0.22 0.08 -0.99
H -0.129148 3.273718 0.953198 -0.50 -1.20 -0.53
H 1.700664 -3.393332 1.366779 -1.16 -1.38 -0.76
H 2.769065 1.385756 1.251746 1.40 0.49 1.66
H -1.176741 2.385565 -0.285061 0.40 0.22 -0.36
H 0.954854 -4.651850 0.008758 0.03 0.84 1.09
H -0.075535 0.026281 -1.777203 0.60 0.36 0.36
H -3.292876 2.574139 -2.078852 0.31 1.01 -0.86
H -0.353209 -0.805853 2.398228 0.62 0.04 0.01
H 2.842565 0.755339 -0.394956 0.70 -1.21 -0.44
H 2.239330 -3.537691 -0.149429 2.23 0.56 -2.15
H -1.439460 2.097420 1.385670 0.52 0.37 -0.30
H 1.473282 -0.883518 2.484020 -1.29 1.47 0.19
```
Forces are in eV/Å.

- Kohn-Sham gap: 7.753 eV
- HOMO level: -8.352 eV
- Energy relative to the best compared isomer or geometry (same formula, charge and spin): 8.4 kcal per mole